(1)
Entry from the Open Molecules 2025 dataset: a cluster of 2 separate species, C16H12F3N2O5S2 in total in a non-equilibrium geometry (ωB97M-V/def2-TZVPD).

Summary:
- highest occupied orbital energy (eV) = -3.38
- DFT total energy (eV) = -59825.053
- energy relative to the best compared isomer or geometry (same formula, charge and spin) (kJ/mol) = 54.3
- total charge = -1
- multiplicity = 1

Geometry (Å):
C (1.4936, -3.9120, 2.5300)
C (1.3068, -2.4308, 2.7122)
C (0.0717, -1.9140, 3.1084)
C (-0.1424, -0.5459, 3.2407)
C (0.8735, 0.3940, 2.9075)
C (0.6650, 1.8163, 2.8950)
N (-0.4892, 2.3868, 3.4171)
O (-0.5305, 3.6075, 3.7498)
O (-1.5304, 1.6710, 3.5149)
C (2.1564, -0.1499, 2.5981)
C (2.3533, -1.5174, 2.4800)
H (2.5508, -4.1759, 2.4268)
H (1.0827, -4.4872, 3.3691)
H (0.9742, -4.2619, 1.6276)
H (-0.7492, -2.5998, 3.3363)
H (-1.0978, -0.1845, 3.5903)
H (1.5359, 2.4706, 2.7257)
H (2.9768, 0.5651, 2.4537)
H (3.3374, -1.9056, 2.1992)
F (0.1467, 4.4686, 0.5764)
C (0.4014, 3.4187, -0.2651)
F (-0.0224, 3.7580, -1.5078)
F (1.7495, 3.2183, -0.3271)
S (-0.5348, 2.0379, 0.4444)
N (-0.7691, 1.2424, -1.1497)
C (-1.8074, 1.5569, -2.0682)
O (-2.6630, 2.4170, -1.9070)
C (-1.6235, 0.6257, -3.2190)
C (-0.7289, -0.3908, -2.9284)
C (-0.4199, -1.3713, -3.8643)
C (-1.0357, -1.3414, -5.1239)
C (-1.9703, -0.3292, -5.4323)
C (-2.2749, 0.6467, -4.4739)
S (-0.0421, -0.2925, -1.3062)
O (1.3865, -0.1238, -1.3365)
O (-0.6829, -1.2060, -0.3848)
H (0.3138, -2.1295, -3.6005)
H (-0.7962, -2.0996, -5.8688)
H (-2.4427, -0.3473, -6.4252)
H (-3.0228, 1.4146, -4.7147)

Atoms 1-6, force components in eV/Å:
-0.02 -0.20 -0.13
0.14 0.43 -0.01
0.41 0.12 0.13
0.34 -0.30 -0.35
-0.12 -0.95 0.14
-0.05 0.92 0.75


(2)
Entry from the Open Molecules 2025 dataset: the ion C15H15N2O7 with charge -1 in a non-equilibrium geometry (ωB97M-V/def2-TZVPD).

Summary:
- highest occupied orbital energy (eV) = -3.52
- DFT total energy (eV) = -33108.438
- energy relative to the best compared isomer or geometry (same formula, charge and spin) (kJ/mol) = 0.0
- SMILES string = COC(=O)C(OC)(C(=O)OC)[C@@H](C=[N+]([O-])[O-])c1ccc(C#N)cc1
- total charge = -1
- multiplicity = 1

Geometry (Å):
C (1.8762, 0.5539, 2.0828)
O (1.0358, 0.7960, 0.9388)
C (-0.2178, 0.1791, 0.8857)
C (-1.2279, 0.5843, 1.9768)
O (-2.2042, -0.1010, 2.2123)
O (-0.9322, 1.7390, 2.5829)
C (-1.9425, 2.2004, 3.4981)
C (-0.0947, -1.3084, 1.2218)
O (0.2830, -1.6521, 2.3270)
O (-0.3003, -2.1470, 0.2084)
C (0.1528, -3.5082, 0.4049)
H (2.5538, 1.4156, 2.0988)
H (1.3157, 0.4891, 3.0248)
H (2.4485, -0.3701, 1.9167)
H (-1.6257, 3.2039, 3.7795)
H (-2.9224, 2.2242, 3.0075)
H (-1.9601, 1.5234, 4.3626)
H (0.7058, -3.7755, -0.4981)
H (0.7863, -3.5443, 1.2886)
H (-0.7227, -4.1472, 0.5237)
N (2.9223, -2.1737, -5.5258)
C (2.2889, -1.6944, -4.6649)
C (1.4977, -1.0970, -3.6205)
C (0.2145, -1.5904, -3.3346)
C (-0.5506, -0.9873, -2.3486)
C (-0.0135, 0.0564, -1.5906)
C (-0.8190, 0.6125, -0.4354)
C (-0.6916, 2.0902, -0.3189)
N (-1.7792, 2.8093, -0.0028)
O (-1.7855, 4.0596, 0.1304)
O (-2.8391, 2.1255, 0.1647)
C (1.2350, 0.5802, -1.8999)
C (2.0041, -0.0178, -2.8961)
H (-0.1765, -2.4352, -3.9027)
H (-1.5650, -1.3276, -2.1387)
H (-1.8554, 0.2600, -0.5024)
H (0.2718, 2.5761, -0.4991)
H (1.6404, 1.4177, -1.3388)
H (2.9936, 0.3808, -3.1189)

Atoms 1-6, force components in eV/Å:
-0.05 0.22 -0.52
0.61 -0.50 1.04
-0.56 -0.91 1.28
-0.89 0.45 0.32
0.93 0.52 -0.07
-0.31 -0.48 -0.08


(3)
Entry from the Open Molecules 2025 dataset: a cluster of 2 separate species, C8H14N2O2 in total in a non-equilibrium geometry (ωB97M-V/def2-TZVPD).

Summary:
- highest occupied orbital energy (eV) = -8.28
- DFT total energy (eV) = -15595.606
- energy relative to the best compared isomer or geometry (same formula, charge and spin) (kJ/mol) = 210.7
- SMILES string = CN/C=C\C=O.C1=NOCCC1
- multiplicity = 1

Geometry (Å):
C (2.3944, 0.1091, -2.3291)
C (3.0096, -0.5051, -0.0217)
C (2.8644, -0.4549, 1.3355)
C (1.8486, 0.3476, 1.9508)
C (-2.7411, 0.8888, 0.6515)
C (-1.2717, 0.7633, 0.2979)
C (-2.7408, -1.2701, -0.5619)
C (-3.3371, -0.5136, 0.5920)
H (3.2294, -0.5572, -2.5840)
H (1.4801, -0.2722, -2.8118)
H (2.6110, 1.1056, -2.7449)
H (1.5122, 0.7362, -0.4547)
H (3.7880, -1.1187, -0.4651)
H (3.5296, -1.0297, 1.9664)
H (1.8078, 0.3306, 3.0554)
H (-3.2270, 1.5429, -0.0832)
H (-2.8682, 1.3397, 1.6433)
H (-0.7546, 1.7237, 0.2950)
H (-0.7854, 0.0808, 1.0127)
H (-3.2007, -2.2210, -0.8603)
H (-3.1383, -1.0684, 1.5229)
H (-4.4286, -0.4910, 0.4748)
N (2.2421, 0.1658, -0.8951)
N (-1.7616, -0.9293, -1.3088)
O (1.0332, 1.0514, 1.3397)
O (-1.0953, 0.2458, -1.0172)

Atoms 1-6, force components in eV/Å:
-0.07 -0.01 -0.39
-0.41 0.38 -0.79
-0.22 0.11 0.55
0.24 0.05 -0.18
-0.16 0.10 -0.15
-0.62 -0.11 0.32


(4)
Entry from the Open Molecules 2025 dataset: a cluster of 2 separate species, C3H10N2S in total in a non-equilibrium geometry (ωB97M-V/def2-TZVPD).

Summary:
- highest occupied orbital energy (spin up / spin down) (eV) = 0.05 / -2.60
- expectation value of S² = 0.754
- DFT total energy (eV) = -17086.309
- energy relative to the best compared isomer or geometry (same formula, charge and spin) (kJ/mol) = 113.1
- total charge = -1
- multiplicity = 2

Geometry (Å):
C (-0.5500, -2.2643, 2.0374)
S (-0.1203, -0.5684, 2.5559)
H (0.3350, -2.8841, 1.8860)
H (-1.1126, -2.7306, 2.8477)
H (-1.1426, -2.2727, 1.1266)
H (0.3243, -0.1343, 1.3452)
C (0.7078, 2.1237, -0.2842)
N (-0.4418, 0.3099, -2.5050)
C (-0.0672, 0.0033, -1.1629)
N (0.8356, 0.6742, -0.4590)
H (1.5003, 2.6330, -0.8604)
H (0.8763, 2.3783, 0.7715)
H (-0.2688, 2.4870, -0.6252)
H (-0.5306, 1.2963, -2.6727)
H (0.1012, -0.1181, -3.2623)
H (-0.4466, -0.9333, -0.7387)

Atoms 1-6, force components in eV/Å:
0.21 -0.08 0.23
-0.23 -0.44 0.30
0.06 0.16 -0.09
-0.12 0.11 -0.05
-0.07 0.11 0.03
0.29 0.35 -0.64


> Number 1 is which compound?

C16H12F3N2O5S2


> DFT total energy of number 1 (C16H12F3N2O5S2)?

-59825.053 eV


> What is the energy relative to the best compared isomer or geometry (same formula, charge and spin) in the first record?

54.3 kJ/mol